Entry 1:
This record from the Open Molecules 2025 dataset describes a structure of composition C23H22Cl3MoN4Si. The level of theory is wB97M-V/def2-TZVPD.

Geometry (Å):
1 Mo 1.26080 0.26765 0.29253
2 C -3.96214 0.36832 -1.66270
3 C -3.74501 0.47637 -0.29266
4 C -2.49657 0.83180 0.18866
5 C -1.46427 1.08258 -0.70800
6 C -1.67686 0.99442 -2.07334
7 C -2.92939 0.62685 -2.54995
8 N -0.17206 1.47461 -0.21481
9 C -0.04395 2.85103 0.10456
10 C -1.05495 3.79768 0.01177
11 C -0.77343 5.11433 0.34995
12 C 0.49490 5.51224 0.76947
13 C 1.51384 4.58267 0.84587
14 C 1.22276 3.26601 0.51803
15 N 2.14185 2.20796 0.48234
16 N 3.36678 2.45615 0.51948
17 C 4.11326 1.29137 0.36146
18 C 5.48706 1.35759 0.50890
19 C 6.22164 0.19320 0.38898
20 C 5.55351 -0.98857 0.10872
21 C 4.18127 -0.96858 -0.06187
22 N 3.45039 0.15064 0.06137
23 H -4.93964 0.09263 -2.03477
24 H -4.55424 0.28837 0.40111
25 H -2.30852 0.91077 1.25276
26 H -0.86525 1.21673 -2.75444
27 H -3.09651 0.55238 -3.61618
28 H -2.04390 3.51794 -0.32115
29 H -1.56469 5.84897 0.28238
30 H 0.68019 6.54348 1.03309
31 H 2.51239 4.85017 1.16163
32 H 5.93893 2.31421 0.72607
33 H 7.29600 0.20734 0.50843
34 H 6.08261 -1.92432 0.00434
35 H 3.65230 -1.87498 -0.30419
36 Cl 1.29703 0.12456 2.59950
37 Si 0.92142 -1.80828 -0.96452
38 Cl 1.88644 -3.59883 -0.75056
39 Cl 0.13472 -1.79910 -2.83595
40 C -3.02676 -2.91882 1.50349
41 C -1.96665 -3.37174 0.48433
42 C -1.30672 -4.67531 0.95091
43 C -2.60191 -3.54834 -0.90157
44 C -0.97215 -2.29304 0.42839
45 C -0.20635 -1.33177 0.47453
46 H -3.79020 -3.69400 1.57497
47 H -3.50120 -1.99116 1.18525
48 H -2.58774 -2.76980 2.48966
49 H -2.07460 -5.44398 1.03956
50 H -0.82886 -4.54959 1.92213
51 H -0.56119 -5.02106 0.23589
52 H -3.38706 -4.30196 -0.83773
53 H -1.86658 -3.88437 -1.63316
54 H -3.04075 -2.61344 -1.25292

2S+1 = 1
ΔE to the lowest compared entry with this formula, charge and spin = 11.3 kcal/mol
E_tot = -2846.8202 a.u.
total charge = +1

Mulliken population analysis, charges in e, atoms 1 to 5: number 1, Mo, carries -0.092; number 2, C, carries -0.561; number 3, C, carries -0.913; number 4, C, carries 0.566; number 5, C, carries -1.104

---

Entry 2:
This record from the Open Molecules 2025 dataset describes a structure of composition C2H5OP at a distorted geometry. The level of theory is wB97M-V/def2-TZVPD.

Geometry (Å):
1 C 0.21677 0.82104 -0.10325
2 C -0.16096 -0.46804 -0.56897
3 O 0.40620 -1.58970 0.02802
4 P -2.00849 0.01457 0.04070
5 H 0.51146 0.76953 0.96663
6 H 0.04225 1.77244 -0.53587
7 H -0.17938 -0.58396 -1.60412
8 H 0.39010 -1.32981 0.91773
9 H -2.07857 -0.83244 1.22228

2S+1 = 1
ΔE to the lowest compared entry with this formula, charge and spin = 60.4 kcal/mol
E_tot = -495.6842 a.u.

Mulliken population analysis, charges in e, atoms 1 to 5: number 1, C, carries -0.757; number 2, C, carries -0.120; number 3, O, carries -0.458; number 4, P, carries 0.019; number 5, H, carries 0.225